Computed, not measured: a 2-piece molecular cluster, C3H5Cl2FN4 overall in a non-equilibrium geometry, with ωB97M-V/def2-TZVPD.

CARTESIAN COORDINATES (ANGSTROEM)
C -0.86200 -1.33206 -0.16959
H 0.52562 2.06011 -0.94773
F 0.48430 0.96720 2.00544
H -2.40854 -0.37159 0.62967
N -1.57280 -0.09445 0.06818
H 1.96920 -0.29896 1.93917
C -1.00959 1.14853 -0.24799
H -1.21967 -2.20057 0.22509
N 0.16054 1.16428 -0.76542
C 1.04546 -0.05892 -0.86516
Cl 2.44891 -0.02278 -1.84138
N 0.36380 -1.26225 -0.69155
Cl -1.98550 2.48856 0.08701
H 1.01281 -1.99222 -0.96119
N 1.04747 -0.19488 1.53545

Orbital gap (alpha / beta) in eV: 7.09 / 8.82
Net charge: +2
Calculated total energy in eV: -36890.7858
Energy above the lowest of the compared OMol25 structures with the same formula, charge and spin in kJ/mol: 299.91

Atomic partial charges in e from the Löwdin method, atoms 1 to 4:
1. C 0.10
2. H 0.16
3. F -0.06
4. H 0.21

---

Computed, not measured: a 2-piece molecular cluster, C9H16N2O4 overall in a non-equilibrium geometry, with ωB97M-V/def2-TZVPD.

CARTESIAN COORDINATES (ANGSTROEM)
C 3.02122 -0.29152 1.11457
H 3.31005 -0.58186 -2.01579
C 2.52597 -0.28613 -1.21290
H -4.26450 0.83209 -2.09064
H 1.22244 -1.04081 0.30648
H -0.89982 1.82331 2.21273
C -4.33346 -0.06490 -1.45162
H -0.13580 3.17813 1.33271
O 1.54963 3.23641 -0.46445
H -1.63694 2.62455 0.81048
H 2.97900 -0.80230 1.98441
O 2.10825 0.88281 -1.37887
H 3.88104 -2.70518 -0.19305
H 2.78722 -2.86249 1.11377
H -3.82219 -1.29811 0.18768
O -2.43300 0.37079 -0.07968
H 2.27359 -3.11648 -0.70346
H 2.67468 0.68952 1.19920
O -1.46806 -1.61622 0.33136
N 1.03255 2.14413 -0.29277
C 2.84166 -2.55038 0.01897
H -4.33844 0.25588 0.73579
C 0.05650 1.48653 0.19810
N -0.26665 0.28949 -0.19164
C -3.78290 -0.21055 -0.00986
C 2.36481 -1.05484 0.04293
H 3.99462 -0.00482 0.73723
H -3.72092 -0.80289 -2.15413
C -0.74015 2.32237 1.20410
H -5.40972 -0.41274 -1.37533
C -1.37069 -0.43377 0.08370

Structure (SMILES): CCOC(=O)/N=C(\C)N=O.CC(C)C=O
Orbital gap (alpha / beta) in eV: 7.24 / 7.29
Calculated total energy in eV: -20756.1102
Energy above the lowest of the compared OMol25 structures with the same formula, charge and spin in kJ/mol: 754.36

Atomic partial charges in e from the Löwdin method, atoms 1 to 4:
1. C -0.06
2. H 0.17
3. C -0.11
4. H 0.06

---

Computed, not measured: one molecule with the formula C8H10F3NO in a non-equilibrium geometry, with ωB97M-V/def2-TZVPD.

CARTESIAN COORDINATES (ANGSTROEM)
N 2.20799 2.13380 0.32073
C -2.04065 -0.47009 -0.13310
C 2.10333 0.79375 0.17876
C -1.60130 -1.56704 0.40014
F 4.44570 0.81332 -0.23221
H -1.41949 0.15986 -0.85288
C 3.31798 0.04974 -0.28485
H 3.07662 2.50772 0.02738
F 3.63991 -1.04333 0.44221
C 0.94198 -1.41520 0.22177
H 1.54243 2.61757 0.96294
C 1.04498 -0.02815 0.55879
C -3.87653 1.02279 -0.52761
F 3.23675 -0.44291 -1.54624
H 0.12254 0.27951 0.87084
H -3.96353 1.03414 -1.68422
H -3.63121 1.99388 -0.33342
H -0.21551 -3.13677 0.12864
O -3.30427 -0.10258 0.11627
H -5.02949 1.07491 -0.26996
H -2.14797 -2.20356 1.02524
C -0.23553 -2.03953 0.35740
H 1.78528 -2.03185 0.25338

Orbital gap (alpha / beta) in eV: 5.71 / 7.40
Calculated total energy in eV: -20142.6001
Multiplicity: 3
⟨S²⟩: 2.022

Atomic partial charges in e from the Löwdin method, atoms 1 to 4:
1. N 0.15
2. C -0.18
3. C -0.25
4. C -0.10

---

Computed, not measured: C2H3Br2N as an isolated structure in a non-equilibrium geometry, with ωB97M-V/def2-TZVPD.

CARTESIAN COORDINATES (ANGSTROEM)
C 0.14133 0.88360 0.09948
Br 1.66123 -1.55663 0.33966
C 0.00928 -0.48605 -0.13008
Br 1.84125 1.63636 0.23462
H -1.11895 -1.99509 -1.08917
H -1.15583 1.24355 2.01494
N -0.88040 -1.03663 -0.76269
H -0.49791 1.31090 -0.70677

Orbital gap (alpha / beta) in eV: 7.94 / 8.75
Calculated total energy in eV: -143692.4969
Energy above the lowest of the compared OMol25 structures with the same formula, charge and spin in kJ/mol: 438.64

Atomic partial charges in e from the Löwdin method, atoms 1 to 4:
1. C -0.71
2. Br 0.50
3. C -0.92
4. Br 0.68

---

Computed, not measured: C21H19BN8Re as an isolated structure in a non-equilibrium geometry, with ωB97M-V/def2-TZVPD.

CARTESIAN COORDINATES (ANGSTROEM)
H 0.78966 -0.04750 5.19877
C 3.58332 0.70571 2.59415
C -1.00155 -1.94050 2.33087
C -1.94827 2.35369 -0.61652
H -0.61325 -3.34734 -4.12532
H -0.15909 0.88425 -3.46904
C 3.30345 1.97239 -2.06304
C 2.88320 0.29073 4.87056
C 1.56296 0.14256 4.47176
N -1.16315 -1.30469 1.16324
C 0.79624 1.18068 -3.05696
C 2.96622 2.19038 -3.39434
C 1.72162 1.80204 -3.88400
C -2.08194 -2.56470 -2.66651
B -2.95634 -1.18516 -0.61101
H 1.03459 -1.62655 -2.78274
N -1.70457 0.99992 -0.53842
C 2.25497 0.52289 2.19847
C -2.13341 -2.65790 2.67086
C 2.36507 1.36208 -1.24441
N -2.91754 0.37077 -0.66029
H 0.22230 0.20993 2.77373
H -1.12567 3.04891 -0.57140
C 3.87948 0.57605 3.93561
H 4.26217 2.27070 -1.66584
H -3.03191 -3.02035 -2.88149
H 4.90124 0.70084 4.26276
C 1.24835 0.25915 3.13019
H 1.47900 1.98348 -4.92071
H 3.67592 2.66705 -4.05456
C -3.01245 -2.43501 1.62011
N -1.95802 -1.69323 -1.67376
H -4.00722 -2.79765 1.44308
H -2.28716 -3.26016 3.54542
N 2.69983 1.18087 0.08851
C 1.08424 0.94727 -1.70261
N 1.84303 0.65403 0.84404
C -3.85960 1.27251 -0.79185
H -0.08169 -1.89645 2.89195
N -2.41485 -1.64318 0.72968
H 3.14393 0.19936 5.91466
H -3.80031 3.50266 -0.84442
N -0.68370 -1.23762 -1.62094
Re -0.05254 0.08568 -0.29139
H -4.88613 0.97582 -0.92483
C -0.84626 -2.71265 -3.29221
H 4.36147 0.92679 1.87920
C -0.00466 -1.85391 -2.61874
H -4.04643 -1.57959 -0.83165
C -3.28453 2.56491 -0.75863

Orbital gap (alpha / beta) in eV: 5.49 / 5.83
Net charge: +2
Calculated total energy in eV: -36796.8867
Multiplicity: 2
⟨S²⟩: 0.764
Energy above the lowest of the compared OMol25 structures with the same formula, charge and spin in kJ/mol: 79.99

Atomic partial charges in e from the Löwdin method, atoms 1 to 4:
1. H 0.12
2. C 0.00
3. C -0.12
4. C -0.05

---

Computed, not measured: one molecule with the formula C8H10Cl2Si in a non-equilibrium geometry, with ωB97M-V/def2-TZVPD.

CARTESIAN COORDINATES (ANGSTROEM)
C 3.01109 1.17248 0.31804
H -2.24471 -2.75142 -0.66139
C 1.46086 -0.38353 -0.68092
H 3.72576 -0.45582 -0.72931
H -0.20708 1.85499 1.06807
Cl -3.34586 1.97480 0.77726
Cl -4.21137 -0.82167 0.31759
H -1.97844 0.25243 -1.82009
C 0.63994 1.38263 0.62027
H -2.39412 0.08548 1.64108
C 1.89597 1.81573 0.85191
H 1.31019 -1.18640 -1.40712
C -1.22541 -2.29482 -0.51941
H 3.98965 1.62742 0.26374
H -0.59976 -2.56741 -1.29730
C -2.86492 0.29319 0.65528
H -0.88952 -2.75219 0.40082
H 2.01413 2.71878 1.39709
C 0.42792 0.26495 -0.16455
Si -1.32911 -0.32916 -0.60156
C 2.81477 0.09954 -0.42949

Structure (SMILES): C[Si@H](c1ccccc1)C(Cl)Cl
Orbital gap in eV: 10.36
Calculated total energy in eV: -41379.9217
Energy above the lowest of the compared OMol25 structures with the same formula, charge and spin in kJ/mol: 402.61

Atomic partial charges in e from the Löwdin method, atoms 1 to 4:
1. C -0.11
2. H 0.02
3. C -0.10
4. H 0.12